Density functional theory data (ωB97M-V/def2-TZVPD) for 9 unconnected molecules or ions with the total composition H18O9.

The calculation puts the gap between HOMO and LUMO (spin up / spin down) at 2.8 / 10.4 eV. For the energy above the lowest of the compared OMol25 structures with the same formula, charge and spin, the calculation gives 14.2 kcal per mole. Its total charge is -1. The value obtained for the energy is -18719.6254 eV. As for the multiplicity: 2.

The geometry in XYZ format:
```
27
Properties=species:S:1:pos:R:3:forces:R:3:mulliken_spin:R:1
O 2.991135 -0.442656 -1.647365 0.642 0.788 0.099 0.2236
H 3.382371 -1.018876 -2.303973 0.109 -0.315 -0.218 -0.1512
H 2.130032 -0.823913 -1.476021 -0.682 -0.387 0.167 -0.0019
O 3.251098 1.876317 0.262618 0.430 0.565 0.475 0.1609
H 3.411576 1.256789 -0.449183 -0.041 -0.522 -0.357 -0.0227
H 2.331871 1.743178 0.493972 -0.144 -0.216 -0.370 -0.0326
O 0.138559 -3.155808 -0.222537 -1.149 -0.140 0.450 0.0214
H 0.743959 -3.019449 -0.951316 0.772 0.155 -0.946 0.2303
H 0.694916 -3.147792 0.556336 0.643 0.063 0.519 -0.1386
O -3.049862 0.790392 0.730713 -0.447 0.417 0.660 0.0108
H -2.167982 0.419207 0.758019 0.250 -0.311 -0.284 0.0132
H -3.436496 0.431931 -0.068191 0.080 -0.021 -0.224 0.0000
O -0.580454 0.035333 -0.628756 -0.493 0.569 -0.212 0.2828
H -0.394961 -0.902347 -0.578068 0.158 -0.805 -0.046 -0.0390
H -0.073994 0.419210 0.087042 0.545 0.227 0.316 -0.0086
O 0.592247 2.728866 0.531392 -0.031 -0.040 -0.053 0.1110
H 0.956619 3.195021 1.283835 0.139 0.441 0.088 -0.0312
H -0.323777 3.004705 0.498802 -0.449 -0.025 -0.096 -0.0092
O -2.452177 -3.160763 0.701895 -0.859 0.144 0.404 0.3339
H -2.715261 -4.078698 0.635359 -0.030 -0.173 -0.040 -0.0659
H -1.507992 -3.169731 0.544823 0.577 0.059 -0.449 0.0303
O -2.597107 1.824866 -2.170111 -0.409 0.432 -0.223 0.0384
H -2.933479 1.135050 -2.742163 0.023 -0.167 -0.151 -0.0047
H -1.819496 1.441923 -1.764012 0.443 -0.397 0.302 0.0061
O 1.321282 0.585424 2.443082 0.116 -0.324 -0.008 0.0806
H 1.430196 1.529368 2.327537 0.057 0.104 0.002 0.0071
H 0.677179 0.502453 3.146271 -0.249 -0.124 0.197 -0.0449
```
Forces are in eV/Å.